DFT (wB97M-V/def2-TZVPD) results for a cluster of 2 separate species, C2H4N2S in total.

```
9
Properties=species:S:1:pos:R:3:mulliken_charge:R:1
N -1.236 -1.928 0.285 -0.3529
C -1.126 -0.779 0.445 0.4657
C -1.394 0.577 0.462 -0.2239
S -2.768 1.309 0.277 -0.1880
H -0.430 1.013 0.647 0.2943
N 1.473 0.000 -0.466 -0.7244
H 1.736 -0.986 -0.688 0.2597
H 2.171 0.167 0.303 0.2426
H 1.573 0.626 -1.265 0.2268
```

Calculated values
E_LUMO: -1.269 eV
SMILES: N#CC=S.N
orbital gap: 0.2998 Eh
energy above the lowest of the compared OMol25 structures with the same formula, charge and spin: 33.44 kcal per mole
calculated total energy: -586.241106 Eh

DFT (wB97M-V/def2-TZVPD) results for the molecule C2H4N2S2.

```
10
Properties=species:S:1:pos:R:3:mulliken_charge:R:1
H -1.865 0.451 1.533 0.2497
N -1.121 1.034 1.910 -0.5574
C 0.028 0.518 1.904 0.1006
N 0.564 -0.527 1.183 -0.3106
S -0.381 -1.269 -0.013 -0.0014
C -0.255 -0.327 -1.458 -0.1604
S 0.731 0.957 -1.674 -0.2231
H 0.870 1.086 2.387 0.2857
H 1.525 -0.441 0.974 0.3181
H -0.872 -0.790 -2.229 0.2987
```

Calculated values
E_LUMO: -0.538 eV
SMILES: [H]/N=C\NSC=S
orbital gap: 0.3164 Eh
energy above the lowest of the compared OMol25 structures with the same formula, charge and spin: 41.68 kcal per mole
calculated total energy: -984.448461 Eh

DFT (wB97M-V/def2-TZVPD) results for a structure of composition C2H4N2S2.

```
10
Properties=species:S:1:pos:R:3:mulliken_charge:R:1
C -1.331 -0.779 -0.262 0.1300
C 1.641 0.893 0.431 0.0172
H -1.765 0.774 1.077 0.2290
H -1.449 -1.859 -0.736 0.2666
H 0.874 -1.036 -1.097 0.3873
H 1.915 1.448 1.516 0.3107
N -2.177 -0.121 0.699 -0.5763
N -0.373 -0.050 -1.136 -0.5271
S 0.389 1.403 -0.473 0.0413
S 2.274 -0.673 -0.019 -0.2787
```

Calculated values
E_LUMO: -1.785 eV
orbital gap: 0.2571 Eh
energy above the lowest of the compared OMol25 structures with the same formula, charge and spin: 140.71 kcal per mole
calculated total energy: -984.290655 Eh

Which value of energy above the lowest of the compared OMol25 structures with the same formula, charge and spin does entry 2 give? 41.68 kcal per mole

What is the E_LUMO in the third record? -1.785 eV